This record from OMol25 describes a structure of composition C38H45N9O4Y in a non-equilibrium geometry. The level of theory is ωB97M-V/def2-TZVPD.

```
97
Properties=species:S:1:pos:R:3:forces:R:3:lowdin_charge:R:1
Y 0.302996 0.374136 0.661705 -1.24 -0.77 -0.46 1.512
C -2.116340 3.754804 1.045602 -0.02 0.01 0.06 0.024
C -1.251404 3.160258 2.097883 0.04 0.00 -0.09 -0.314
N -0.674328 1.970722 2.046648 -0.33 0.51 0.64 0.049
C 0.019035 1.817423 3.239206 -0.03 0.00 0.22 -0.136
C -0.153805 2.936494 4.003226 0.26 -0.07 -0.14 -0.060
N -0.951294 3.762338 3.259922 -0.01 -0.04 0.08 0.204
C 0.403797 3.452521 5.289368 -0.37 -0.05 0.02 -0.485
O 1.172243 2.642375 5.964364 0.10 0.10 0.31 0.155
O 0.102443 4.569073 5.633384 0.07 0.04 -0.05 0.121
C 0.825060 0.583314 3.522109 -0.05 0.21 0.63 -0.546
O 1.395600 0.474034 4.601132 -0.14 -0.16 -0.12 0.095
O 0.836624 -0.290975 2.582081 0.08 -0.30 0.85 -0.151
H -3.112351 3.310142 1.079273 0.00 0.01 0.00 0.090
H -1.694354 3.572069 0.058422 0.02 0.01 0.01 0.069
H -2.216017 4.828337 1.194174 0.00 0.00 -0.04 0.093
H -1.224657 4.677369 3.591451 -0.01 0.04 -0.03 0.182
H 1.258185 1.744717 5.526008 0.11 -0.01 -0.14 0.067
C -2.226776 -1.096740 2.503851 0.01 0.10 0.00 -0.049
N -3.160012 -1.439779 1.455597 -0.01 0.08 -0.18 -0.153
C -3.624903 -2.821746 1.541604 -0.08 -0.06 -0.01 -0.030
C -2.997867 -0.907508 0.195761 -0.05 -0.27 -0.04 -0.341
N -1.865537 -0.349226 -0.151685 -0.52 0.00 0.19 0.055
C -1.744894 0.382271 -1.357940 -0.24 0.17 -0.22 -0.282
C -2.630184 1.389510 -1.671251 0.14 0.01 0.13 -0.054
C -2.545026 2.088353 -2.885937 -0.02 0.06 -0.10 -0.055
C -1.576374 1.769116 -3.791004 -0.02 0.00 0.02 -0.025
C -0.599141 0.793507 -3.488331 -0.01 -0.08 0.11 -0.171
C 0.437813 0.529828 -4.407581 0.05 0.04 -0.10 -0.025
C 1.433386 -0.350912 -4.104917 -0.01 -0.04 -0.03 -0.038
C 1.428310 -1.010022 -2.868113 -0.11 0.08 0.08 -0.006
C 0.422073 -0.812287 -1.950476 0.10 -0.24 -0.19 -0.260
N 0.518469 -1.450481 -0.679578 0.37 -1.14 -0.52 0.010
C 0.646767 -2.763332 -0.644789 -0.16 -0.10 -0.01 -0.355
N 1.210395 -3.385495 0.415782 0.02 0.07 0.08 -0.131
C 0.802844 -4.713020 0.846015 -0.02 -0.04 0.03 -0.042
C 2.242100 -2.792327 1.249929 0.03 -0.02 0.00 -0.027
N 0.178145 -3.603415 -1.617334 0.07 0.07 -0.10 -0.148
C -0.982587 -3.300323 -2.429364 0.04 0.04 0.04 -0.029
C 1.007328 -4.687283 -2.123012 -0.04 -0.02 -0.04 -0.040
C -0.642616 0.104265 -2.241429 0.04 -0.04 0.02 -0.091
N -4.088736 -1.080899 -0.609773 -0.08 0.00 -0.08 -0.145
C -5.444407 -1.014707 -0.079764 -0.01 0.07 -0.13 -0.044
C -4.038411 -1.287334 -2.044606 0.08 0.08 -0.06 -0.030
H -2.641432 -1.426890 3.454981 0.00 0.02 0.02 0.104
H -2.101394 -0.016987 2.549068 0.07 -0.01 -0.01 0.074
H -1.255232 -1.583408 2.378207 0.07 -0.02 0.00 0.080
H -2.786660 -3.520582 1.426523 0.00 0.02 0.05 0.095
H -4.359976 -3.041958 0.773585 0.06 -0.01 0.05 0.077
H -4.083974 -2.987343 2.515190 0.01 -0.01 0.00 0.099
H -3.422725 1.627535 -0.972170 -0.02 -0.07 0.01 0.120
H -3.268109 2.863528 -3.104881 0.01 -0.01 -0.01 0.115
H -1.522019 2.270632 -4.749020 0.00 0.03 0.02 0.123
H 0.446606 1.075858 -5.342473 0.01 -0.02 0.00 0.124
H 2.244561 -0.534477 -4.796690 -0.02 0.05 -0.03 0.118
H 2.242015 -1.678445 -2.613091 0.00 0.01 0.04 0.127
H -0.079517 -5.040572 0.303253 0.03 0.02 0.01 0.090
H 0.568098 -4.677811 1.912314 0.01 0.00 -0.01 0.098
H 1.604347 -5.442287 0.703502 -0.02 0.00 -0.02 0.096
H 2.600577 -1.865987 0.816164 -0.04 0.00 -0.02 0.051
H 3.077329 -3.494640 1.317761 0.01 0.04 -0.01 0.104
H 1.882305 -2.589521 2.257676 -0.05 0.06 0.01 0.091
H -1.593130 -2.545972 -1.939921 0.16 -0.10 0.08 0.059
H -1.575665 -4.211485 -2.536868 -0.02 0.02 0.00 0.104
H -0.712861 -2.942842 -3.427493 0.03 0.03 -0.01 0.103
H 1.934352 -4.754941 -1.560463 -0.02 0.00 0.01 0.093
H 1.257382 -4.492584 -3.170680 -0.02 0.00 0.02 0.098
H 0.484070 -5.644390 -2.067454 0.02 -0.01 0.01 0.096
H -5.427634 -0.807062 0.983549 -0.01 0.00 0.04 0.095
H -5.987883 -1.945271 -0.261453 0.03 -0.03 0.04 0.092
H -5.989627 -0.214888 -0.590058 0.03 0.00 0.01 0.097
H -3.028002 -1.507346 -2.375708 -0.13 0.12 -0.02 0.067
H -4.397767 -0.414655 -2.595405 0.00 0.01 0.00 0.097
H -4.674586 -2.139090 -2.295579 0.00 -0.02 0.01 0.103
C 4.856010 0.925065 3.145656 0.04 0.00 0.05 -0.070
C 3.998404 2.009873 3.244751 -0.01 0.04 0.05 -0.062
C 3.057696 2.248657 2.254741 0.16 -0.01 -0.09 -0.031
C 2.949437 1.392315 1.158971 0.23 0.29 -0.03 -0.335
C 3.850900 0.333585 1.043643 -0.15 0.03 0.04 -0.072
C 4.791053 0.096832 2.035120 0.03 -0.03 -0.06 -0.064
N 1.910857 1.614990 0.204661 1.49 0.67 -0.75 -0.140
C 2.275279 2.177980 -1.018308 0.07 0.62 -0.21 -0.282
C 3.592655 2.267266 -1.495255 -0.17 -0.11 0.08 -0.021
C 3.860429 2.860463 -2.717747 0.00 0.02 -0.04 -0.083
C 2.845118 3.401832 -3.493411 0.07 0.00 -0.09 -0.101
C 1.542849 3.351109 -3.020690 -0.04 0.01 0.00 -0.102
C 1.264571 2.754750 -1.804469 0.09 -0.10 0.17 -0.057
H 5.579783 0.737397 3.927609 0.01 -0.02 -0.03 0.109
H 4.059989 2.669874 4.101274 0.00 0.00 -0.02 0.115
H 2.412652 3.117434 2.302895 -0.06 -0.02 0.01 0.120
H 3.807088 -0.294244 0.159713 0.03 0.03 0.00 0.110
H 5.480614 -0.731897 1.931016 0.00 0.00 0.03 0.108
H 4.405802 1.880046 -0.898395 0.04 0.01 -0.01 0.102
H 4.884403 2.915663 -3.066236 0.00 -0.01 0.03 0.106
H 3.078653 3.868591 -4.441129 -0.05 0.03 0.01 0.100
H 0.734061 3.797955 -3.587262 0.02 -0.01 -0.03 0.104
H 0.246653 2.759178 -1.417127 -0.01 0.05 -0.04 0.091
```
Forces are in eV/Å.

Calculated values
gap between HOMO and LUMO: 7.083 eV
net charge: +1
lowest unoccupied orbital energy: -0.093 hartree
energy: -62781.304 eV